Record 1
ORCA calculation (ωB97M-V with the def2-TZVPD basis set) on a structure of composition C6H11N in a non-equilibrium geometry.

XYZ file:
```
18
C6H11N ωB97M-V with the def2-TZVPD basis set
C 2.306 -0.755 1.591
C 0.932 -1.358 1.439
C 0.762 -0.452 0.417
N -0.242 0.487 0.266
C -0.895 0.464 -1.113
C -2.633 0.226 -1.185
C -2.086 1.511 -1.025
H 2.564 0.299 1.432
H 2.944 -1.261 0.833
H 2.909 -0.909 2.517
H 0.890 -2.412 1.197
H 1.350 -0.434 -0.523
H -1.015 0.565 0.917
H -0.185 1.002 -1.738
H -0.720 -0.584 -1.390
H -2.196 2.021 -0.040
H -2.703 -0.657 -1.783
H -1.983 2.248 -1.814
```

Computed properties:
Maximum force ... 0.0934 Eh/bohr
Molar mass ... 97.16 g mol⁻¹
Charge ... 0

Record 2
ORCA calculation (ωB97M-V with the def2-TZVPD basis set) on the molecule C6H11N in a non-equilibrium geometry.

XYZ file:
```
18
C6H11N ωB97M-V with the def2-TZVPD basis set
C 0.003 -2.103 -0.134
C -0.454 -0.839 0.594
C 0.135 0.483 0.098
C -0.329 1.672 0.925
C -0.131 0.731 -1.395
C 2.475 0.291 0.793
N 1.771 0.412 -0.177
H -0.322 -2.112 -1.182
H -0.418 -2.992 0.348
H 1.095 -2.190 -0.114
H -0.247 -0.929 1.667
H -1.546 -0.728 0.491
H -0.162 1.511 1.995
H 0.179 2.594 0.623
H -1.407 1.808 0.754
H 0.299 1.686 -1.718
H 0.276 -0.064 -2.030
H -1.216 0.772 -1.537
```

Computed properties:
Maximum force ... 0.0806 Eh/bohr
Molar mass ... 97.16 g mol⁻¹
Charge ... 0

Computed orbital gap, in the same sequence as the records: 6.86; 11.50 eV.